No. 1
Entry from OMol25: a molecular structure, C14H14FN2O2RuS2 (the ωB97M-V functional and the def2-TZVPD basis).

Each line ends with the Mulliken spin population.
Element x y z (Å)
Ru  0.849  0.169  -1.083  1.87
S  -0.968  0.435  -2.778  0.02
C  -2.073  1.503  -1.929  0.01
C  -3.235  1.854  -2.632  0.00
C  -4.200  2.690  -2.091  0.00
C  -4.019  3.200  -0.813  0.00
C  -2.878  2.866  -0.100  -0.01
C  -1.890  2.022  -0.628  -0.01
S  -0.515  1.696  0.407  0.46
H  -3.382  1.459  -3.630  0.00
H  -5.086  2.936  -2.667  0.00
H  -4.761  3.856  -0.367  0.00
H  -2.743  3.267  0.896  -0.01
C  4.062  -0.965  2.295  2.36
N  4.150  0.318  1.632  -1.89
C  3.291  0.691  0.673  5.84
N  3.481  1.899  0.133  -0.83
O  2.354  -0.088  0.324  -2.02
H  4.874  -1.020  3.024  -1.44
H  4.163  -1.779  1.575  0.26
H  3.105  -1.066  2.810  0.25
H  4.897  0.961  1.900  -0.44
H  4.228  2.502  0.435  -0.18
H  2.866  2.177  -0.629  0.16
F  -1.742  -5.046  1.510  0.00
C  -1.196  -3.925  0.932  -0.02
C  0.008  -3.445  1.398  0.08
C  0.559  -2.311  0.804  -0.59
C  -0.084  -1.639  -0.245  0.08
C  -1.307  -2.166  -0.685  -0.01
C  -1.865  -3.302  -0.099  0.00
H  0.509  -3.956  2.214  0.03
H  1.503  -1.931  1.171  0.17
H  -1.834  -1.677  -1.490  -0.01
H  -2.814  -3.703  -0.440  0.00
O  1.694  1.518  -1.825  0.85

2S+1: 6
total charge: -2
lowest unoccupied orbital energy (alpha / beta): 4.988 / 4.768 eV
ΔE to the lowest compared entry with this formula, charge and spin: 30.4 kcal per mole

=====

No. 2
Entry from OMol25: a molecular structure, C16H20F7MnN3 (the ωB97M-V functional and the def2-TZVPD basis).

Each line ends with the Mulliken spin population.
Element x y z (Å)
Mn  -0.530  -0.009  -0.107  1.02
C  -0.185  2.965  -0.554  0.01
N  -1.084  1.910  -0.017  -0.03
C  -1.167  2.054  1.461  0.00
C  -2.434  2.025  -0.641  0.01
C  -3.273  0.781  -0.372  0.00
N  -2.361  -0.365  -0.230  0.05
C  -2.786  -1.636  -0.104  0.00
C  -1.777  -2.579  0.205  0.01
F  -0.529  -2.045  0.423  0.00
C  -1.999  -3.908  0.340  -0.01
F  -1.021  -4.732  0.643  0.00
C  -3.309  -4.381  0.159  0.04
C  -4.333  -3.497  -0.131  -0.01
F  -5.562  -3.936  -0.292  0.00
C  -4.102  -2.137  -0.253  0.03
F  -5.101  -1.326  -0.524  0.00
H  -0.567  3.945  -0.264  0.00
H  -0.149  2.895  -1.636  0.00
H  0.810  2.829  -0.141  0.00
H  -1.678  2.977  1.741  0.00
H  -0.162  2.070  1.874  0.00
H  -1.730  1.223  1.895  0.00
H  -2.281  2.157  -1.707  0.00
H  -2.931  2.918  -0.260  0.00
H  -3.975  0.613  -1.186  0.00
H  -3.863  0.859  0.544  0.00
H  -3.521  -5.439  0.261  0.00
F  0.692  0.738  -2.494  -0.01
C  -0.297  -0.033  -2.073  -0.10
F  0.046  -1.327  -2.245  0.00
F  -1.382  0.224  -2.796  -0.01
C  4.606  0.188  -0.857  0.00
C  3.988  0.274  0.553  0.00
C  4.392  -0.935  1.409  0.00
C  4.361  1.599  1.235  0.00
C  2.517  0.242  0.389  -0.01
N  1.375  0.215  0.264  0.00
H  5.688  0.231  -0.741  0.00
H  4.296  1.023  -1.486  0.00
H  4.349  -0.750  -1.350  0.00
H  5.478  -0.919  1.504  0.00
H  4.105  -1.877  0.942  0.00
H  3.961  -0.880  2.408  0.00
H  5.445  1.619  1.345  0.00
H  3.916  1.677  2.227  0.00
H  4.067  2.461  0.636  0.00

2S+1: 2
total charge: +2
lowest unoccupied orbital energy (alpha / beta): -9.732 / -9.714 eV

=====

What is the formula in the first record?
C14H14FN2O2RuS2

=====

Repeat the second record exactly.
Entry from OMol25: a molecular structure, C16H20F7MnN3 (the ωB97M-V functional and the def2-TZVPD basis).

Each line ends with the Mulliken spin population.
Element x y z (Å)
Mn  -0.530  -0.009  -0.107  1.02
C  -0.185  2.965  -0.554  0.01
N  -1.084  1.910  -0.017  -0.03
C  -1.167  2.054  1.461  0.00
C  -2.434  2.025  -0.641  0.01
C  -3.273  0.781  -0.372  0.00
N  -2.361  -0.365  -0.230  0.05
C  -2.786  -1.636  -0.104  0.00
C  -1.777  -2.579  0.205  0.01
F  -0.529  -2.045  0.423  0.00
C  -1.999  -3.908  0.340  -0.01
F  -1.021  -4.732  0.643  0.00
C  -3.309  -4.381  0.159  0.04
C  -4.333  -3.497  -0.131  -0.01
F  -5.562  -3.936  -0.292  0.00
C  -4.102  -2.137  -0.253  0.03
F  -5.101  -1.326  -0.524  0.00
H  -0.567  3.945  -0.264  0.00
H  -0.149  2.895  -1.636  0.00
H  0.810  2.829  -0.141  0.00
H  -1.678  2.977  1.741  0.00
H  -0.162  2.070  1.874  0.00
H  -1.730  1.223  1.895  0.00
H  -2.281  2.157  -1.707  0.00
H  -2.931  2.918  -0.260  0.00
H  -3.975  0.613  -1.186  0.00
H  -3.863  0.859  0.544  0.00
H  -3.521  -5.439  0.261  0.00
F  0.692  0.738  -2.494  -0.01
C  -0.297  -0.033  -2.073  -0.10
F  0.046  -1.327  -2.245  0.00
F  -1.382  0.224  -2.796  -0.01
C  4.606  0.188  -0.857  0.00
C  3.988  0.274  0.553  0.00
C  4.392  -0.935  1.409  0.00
C  4.361  1.599  1.235  0.00
C  2.517  0.242  0.389  -0.01
N  1.375  0.215  0.264  0.00
H  5.688  0.231  -0.741  0.00
H  4.296  1.023  -1.486  0.00
H  4.349  -0.750  -1.350  0.00
H  5.478  -0.919  1.504  0.00
H  4.105  -1.877  0.942  0.00
H  3.961  -0.880  2.408  0.00
H  5.445  1.619  1.345  0.00
H  3.916  1.677  2.227  0.00
H  4.067  2.461  0.636  0.00

2S+1: 2
total charge: +2
lowest unoccupied orbital energy (alpha / beta): -9.732 / -9.714 eV

=====

Which formula does entry 1 have?
C14H14FN2O2RuS2

=====

Copy entry 2 word for word.
Entry from OMol25: a molecular structure, C16H20F7MnN3 (the ωB97M-V functional and the def2-TZVPD basis).

Each line ends with the Mulliken spin population.
Element x y z (Å)
Mn  -0.530  -0.009  -0.107  1.02
C  -0.185  2.965  -0.554  0.01
N  -1.084  1.910  -0.017  -0.03
C  -1.167  2.054  1.461  0.00
C  -2.434  2.025  -0.641  0.01
C  -3.273  0.781  -0.372  0.00
N  -2.361  -0.365  -0.230  0.05
C  -2.786  -1.636  -0.104  0.00
C  -1.777  -2.579  0.205  0.01
F  -0.529  -2.045  0.423  0.00
C  -1.999  -3.908  0.340  -0.01
F  -1.021  -4.732  0.643  0.00
C  -3.309  -4.381  0.159  0.04
C  -4.333  -3.497  -0.131  -0.01
F  -5.562  -3.936  -0.292  0.00
C  -4.102  -2.137  -0.253  0.03
F  -5.101  -1.326  -0.524  0.00
H  -0.567  3.945  -0.264  0.00
H  -0.149  2.895  -1.636  0.00
H  0.810  2.829  -0.141  0.00
H  -1.678  2.977  1.741  0.00
H  -0.162  2.070  1.874  0.00
H  -1.730  1.223  1.895  0.00
H  -2.281  2.157  -1.707  0.00
H  -2.931  2.918  -0.260  0.00
H  -3.975  0.613  -1.186  0.00
H  -3.863  0.859  0.544  0.00
H  -3.521  -5.439  0.261  0.00
F  0.692  0.738  -2.494  -0.01
C  -0.297  -0.033  -2.073  -0.10
F  0.046  -1.327  -2.245  0.00
F  -1.382  0.224  -2.796  -0.01
C  4.606  0.188  -0.857  0.00
C  3.988  0.274  0.553  0.00
C  4.392  -0.935  1.409  0.00
C  4.361  1.599  1.235  0.00
C  2.517  0.242  0.389  -0.01
N  1.375  0.215  0.264  0.00
H  5.688  0.231  -0.741  0.00
H  4.296  1.023  -1.486  0.00
H  4.349  -0.750  -1.350  0.00
H  5.478  -0.919  1.504  0.00
H  4.105  -1.877  0.942  0.00
H  3.961  -0.880  2.408  0.00
H  5.445  1.619  1.345  0.00
H  3.916  1.677  2.227  0.00
H  4.067  2.461  0.636  0.00

2S+1: 2
total charge: +2
lowest unoccupied orbital energy (alpha / beta): -9.732 / -9.714 eV